Density functional theory data (ωB97M-V/def2-TZVPD) for 2 unconnected molecules or ions with the total composition C8H17N2S in a non-equilibrium geometry.

Values from the calculation:
Frontier orbital gap   8.61 eV
E_LUMO   -2.9 eV
Maximum force   0.045 Eh/bohr
E   -22379.203 eV
Total charge   +1
Spin multiplicity   1
Highest occupied orbital energy   -11.5 eV

Each line ends with the Mulliken charge.
Positions of all 28 atoms, in Å:
C (-3.143265, 2.287448, 1.172649)  -0.695
C (-2.678766, 0.082715, 0.111880)  0.567
C (2.080265, 1.633162, -0.977409)  -1.076
C (3.957252, -0.447657, 1.114114)  -1.202
C (-1.263937, -1.198499, -1.291080)  -0.861
C (-2.846240, -2.268242, 0.290088)  -0.958
C (2.593345, 0.187698, -0.951292)  -0.403
C (2.639127, -0.320645, 0.455091)  0.517
N (-3.127814, 1.129413, 0.388107)  -0.010
N (-2.326074, -1.052358, -0.311235)  -0.020
S (1.259495, -0.658397, 1.256823)  -0.285
H (-4.127614, 2.367046, 1.635894)  0.328
H (-3.011758, 3.144636, 0.511079)  0.292
H (1.951058, 1.964674, -2.001015)  0.331
H (1.130446, 1.701677, -0.457813)  0.246
H (2.786430, 2.296722, -0.488362)  0.368
H (4.675577, -0.933948, 0.454822)  0.340
H (3.882608, -0.996445, 2.050942)  0.367
H (4.346487, 0.554767, 1.329645)  0.299
H (-0.333378, -1.454109, -0.775803)  0.208
H (-1.530984, -1.994585, -1.984233)  0.336
H (-1.123584, -0.271595, -1.843363)  0.353
H (-3.533888, -2.033172, 1.099415)  0.386
H (-3.371509, -2.854176, -0.465820)  0.338
H (-2.015888, -2.855496, 0.684480)  0.341
H (3.583304, 0.142608, -1.404891)  0.336
H (1.913365, -0.432793, -1.540377)  0.234
H (-2.364060, 2.279548, 1.937675)  0.323

Cartesian forces, eV/Å:
-0.068 1.272 0.788
-0.702 1.628 0.350
0.157 -0.124 -0.031
0.283 -0.047 0.258
0.771 -0.104 -0.564
-0.306 -0.738 0.388
-0.035 0.196 -0.164
-0.619 -0.190 0.149
0.532 -2.050 -0.872
0.091 -0.350 -0.091
0.047 -0.037 0.071
0.094 0.054 -0.011
-0.025 -0.026 0.097
0.011 0.103 -0.172
-0.155 0.014 0.055
0.064 0.146 0.066
0.054 -0.001 -0.064
0.023 0.083 -0.045
0.013 -0.029 -0.078
-0.130 0.071 -0.050
-0.136 0.058 0.013
-0.045 -0.008 0.043
0.031 0.037 -0.037
0.050 0.102 0.003
-0.021 0.076 -0.001
0.008 -0.041 -0.044
0.098 -0.047 0.055
-0.084 -0.048 -0.114



Density functional theory data (ωB97M-V/def2-TZVPD) for a single C8H17N3O molecule in a non-equilibrium geometry.

Values from the calculation:
Frontier orbital gap   9.63 eV
E_LUMO   0.8 eV
Maximum force   0.073 Eh/bohr
E   -15086.568 eV
SMILES   CCOC(C#N)(N(C)C)N(C)C
Spin multiplicity   1
Highest occupied orbital energy   -8.8 eV

Each line ends with the Mulliken charge.
Positions of all 29 atoms, in Å:
C (-3.164831, 0.307019, 0.173761)  -1.092
C (-2.032248, -0.705389, 0.408883)  -0.243
O (-0.826973, -0.023799, 0.701249)  -0.454
C (0.190718, 0.055373, -0.190258)  1.037
C (-0.433925, 0.409545, -1.558655)  -0.125
N (-0.880197, 0.838854, -2.516272)  -0.598
N (1.093835, -1.128761, -0.388148)  0.176
C (1.835956, -1.389102, 0.798346)  -1.140
C (0.671726, -2.338496, -1.059007)  -1.192
N (0.980257, 1.191067, 0.176719)  0.011
C (2.148915, 1.496309, -0.627124)  -1.201
C (0.271214, 2.403394, 0.672239)  -1.039
H (-4.149755, -0.317180, -0.066173)  0.320
H (-3.353415, 1.014029, 1.031147)  0.287
H (-2.903644, 0.886291, -0.677340)  0.299
H (-1.971881, -1.164301, -0.613866)  0.270
H (-2.342145, -1.402547, 1.204237)  0.351
H (2.254079, -2.385566, 0.885657)  0.460
H (2.754364, -0.851577, 0.960370)  0.277
H (1.185345, -1.128924, 1.650750)  0.332
H (1.644250, -2.750770, -1.244062)  0.475
H (0.161976, -3.144818, -0.497971)  0.228
H (0.151005, -1.883452, -1.901681)  0.428
H (2.356162, 0.467833, -1.040595)  0.371
H (1.925103, 2.156013, -1.481393)  0.351
H (2.912920, 1.810477, 0.081033)  0.402
H (-0.364635, 2.831797, -0.129244)  0.256
H (-0.230126, 2.035301, 1.476827)  0.364
H (1.104554, 3.063451, 0.908091)  0.387

Cartesian forces, eV/Å:
-1.904 -1.104 1.169
-1.268 0.377 -1.630
-0.481 -0.376 1.951
0.908 -0.188 -2.471
0.687 -0.900 1.029
-0.423 0.427 -1.009
-0.729 1.538 0.883
0.086 0.226 1.969
0.156 1.097 0.104
-0.084 0.549 0.767
-0.724 -2.383 -0.453
2.011 -0.856 -3.027
1.973 1.456 0.545
0.163 -0.918 -0.701
-0.033 0.585 -0.809
0.280 -0.432 1.153
0.761 0.072 -0.353
-0.810 -0.641 -0.235
0.301 1.140 -0.445
0.465 -0.587 0.218
0.230 -0.700 -1.256
-0.550 0.771 0.059
-0.167 -1.351 -0.606
0.715 1.311 0.090
0.274 0.189 0.394
0.313 0.355 -0.558
0.092 0.025 0.497
-1.788 -0.018 2.418
-0.456 0.337 0.305



Density functional theory data (ωB97M-V/def2-TZVPD) for 2 unconnected molecules or ions with the total composition C8H17N3O in a non-equilibrium geometry.

Values from the calculation:
Frontier orbital gap   9.03 eV
E_LUMO   -8.7 eV
Maximum force   0.104 Eh/bohr
E   -15068.366 eV
Total charge   +2
Spin multiplicity   1
Highest occupied orbital energy   -17.7 eV

Each line ends with the Mulliken charge.
Positions of all 29 atoms, in Å:
C (-0.804848, -0.991569, -1.543290)  0.358
C (-0.770871, -0.884957, 2.346343)  -0.758
C (1.293934, 1.749970, -0.713031)  -0.739
C (-1.440021, 0.030037, 1.341823)  -0.311
C (-0.215538, 1.678643, -0.484441)  -0.674
C (0.645588, -0.315841, 2.244540)  -0.630
C (1.907304, 0.970882, 0.475491)  -0.438
C (-0.391430, 0.364718, 0.343211)  -0.169
N (0.289801, -1.116757, -2.318221)  0.131
N (-2.070526, -1.278950, -1.711646)  -0.326
N (0.914909, -0.043785, 0.853063)  0.250
O (0.065699, -1.565270, -3.579560)  -0.431
H (-1.113869, -0.691170, 3.368578)  0.333
H (-0.713496, -1.891189, 2.125860)  0.389
H (1.590879, 1.380799, -1.700234)  0.270
H (1.733553, 2.759374, -0.825409)  0.440
H (-2.354978, -0.474569, 0.971842)  0.191
H (-1.900289, 0.901237, 1.801453)  0.386
H (-0.518368, 2.538233, 0.187874)  0.439
H (-0.855142, 1.787250, -1.273706)  0.403
H (0.783037, 0.660716, 2.837694)  0.342
H (1.319222, -1.107533, 2.736343)  0.329
H (2.893635, 0.561240, 0.143409)  0.297
H (1.966890, 1.695866, 1.387898)  0.294
H (1.123004, -0.713430, -2.006902)  0.193
H (-2.719111, -1.145133, -0.908646)  0.221
H (-2.465272, -1.635918, -2.679123)  0.308
H (1.188529, -0.932931, 0.476197)  0.524
H (0.617773, -2.289961, -3.897412)  0.378

Cartesian forces, eV/Å:
1.699 1.576 2.358
1.151 3.452 0.847
0.366 0.256 -0.712
-1.776 -1.092 -0.375
1.322 0.238 4.253
1.446 -0.575 5.096
1.354 2.885 0.227
-1.912 0.037 -4.479
-4.272 -1.380 1.295
-0.114 -0.675 -2.149
0.044 -0.806 -0.621
-0.559 0.814 -1.337
-0.122 -0.439 -0.284
-0.520 -2.182 -0.592
-0.145 -0.696 0.170
-0.544 -0.251 0.737
0.493 0.315 -0.488
0.459 0.491 0.114
0.303 -0.850 -0.299
-1.440 -0.146 -2.292
-0.326 -1.424 -0.937
-0.272 1.499 -1.156
-0.818 0.069 1.012
0.351 -1.418 -1.636
1.613 0.668 -0.253
0.639 -0.182 -1.162
0.940 0.823 2.591
0.073 -0.673 -0.656
0.564 -0.332 0.726



Number 3 is which compound? C8H17N3O



Which of these has the highest E_LUMO? number 2



The lowest maximum force belongs to which entry? C8H17N2S